Molecular formula: C4H7NO
Method: DFT, ωB97M-V with the def2-TZVPD basis set

Geometry as XYZ:
```
13
Properties=species:S:1:pos:R:3:lowdin_charge:R:1
C 0.682 0.747 -0.671 -0.179
C 1.432 0.009 0.402 -0.141
O 0.788 -0.859 1.167 -0.018
C -0.502 -1.019 1.228 -0.211
N -1.336 -0.248 0.424 -0.029
C -0.728 0.135 -0.854 -0.199
H 0.565 1.823 -0.461 0.103
H 1.253 0.674 -1.610 0.107
H 2.493 -0.205 0.342 0.099
H -1.706 0.566 0.908 0.120
H -0.853 -1.732 1.963 0.117
H -1.399 0.854 -1.332 0.113
H -0.690 -0.744 -1.507 0.118
```

**Frontier orbital gap (alpha / beta)**: 7.6 / 7.8 eV
**Spin multiplicity**: 1
**Largest force on an atom**: 0.7 eV Å⁻¹
**LUMO (alpha / beta)**: 1.00 / 0.94 eV
**Relative energy (zero: lowest compared OMol25 entry of this formula, charge and spin)**: 90.7 kcal/mol